1.
Density functional theory data (the ωB97M-V functional and the def2-TZVPD basis) for C5H8O in the gas phase.

Geometry as XYZ:
```
14
Properties=species:S:1:pos:R:3:forces:R:3
O 0.50918 -0.29778 2.12032 -0.265 -0.202 0.199
C 0.91838 -0.75900 -0.35691 0.201 -0.243 0.102
H -0.55282 2.02039 0.24060 0.155 -0.180 -0.197
H 1.94279 -0.85141 -0.72805 -0.183 0.047 0.056
H -1.65357 -0.89289 -0.09274 -0.001 0.250 0.084
C -0.32574 0.96584 0.09852 0.047 0.131 0.013
H 0.50330 -1.75978 -0.20463 0.104 0.012 0.105
C -0.00573 0.14370 -1.15709 -0.155 -0.059 -0.055
C 0.75911 0.20792 0.84178 0.164 0.200 -0.133
H -0.31106 -0.80335 2.05816 0.083 0.023 0.177
H 0.27586 0.38784 -2.16621 -0.495 0.514 -0.177
H -2.20095 0.62934 -0.94879 0.364 -0.231 -0.098
C -1.36580 0.06901 -0.52367 0.068 -0.130 -0.138
H 1.64512 0.84419 0.92379 -0.087 -0.132 0.060
```
Positions in Å, forces in eV/Å.

## Properties
Gap between HOMO and LUMO in eV: 10.98
Total charge: 0
E_tot in hartree: -270.4860
E_HOMO in hartree: -0.366
Structure (SMILES): O[C@H]1C[C@H]2C[C@H]21
Relative energy (zero: lowest compared OMol25 entry of this formula, charge and spin) in kcal/mol: 45.1
2S+1: 1

Need the Löwdin charges? In units of e they are: -0.011, -0.097, 0.133, 0.110, 0.103, -0.161, 0.113, -0.210, -0.366, 0.090, 0.126, 0.106, -0.086, 0.151

***

2.
Density functional theory data (the ωB97M-V functional and the def2-TZVPD basis) for C5H8O in the gas phase.

Geometry as XYZ:
```
14
Properties=species:S:1:pos:R:3:forces:R:3
H -0.49706 1.67687 -0.25104 0.015 -0.250 0.164
C -0.99240 0.96157 0.41261 0.105 0.022 0.012
C -0.13761 0.60267 1.63282 0.339 0.244 0.296
H -1.96828 1.36266 0.70935 0.191 -0.224 -0.086
C 1.19277 -0.29830 -1.33289 -0.009 -0.003 -0.063
O 1.04536 0.36594 1.60241 -0.379 0.806 0.411
H -1.75724 -1.11669 0.36598 0.196 0.036 0.020
H 0.34507 -2.04577 -0.32341 -0.396 -0.192 -0.639
C -1.00166 -0.46959 -0.07660 0.172 -0.280 -0.073
H 1.07847 -0.69870 -2.34755 0.249 0.119 -0.032
H -0.72926 0.39231 2.54351 0.056 0.162 0.152
C 0.13293 -1.00197 -0.54201 -0.281 -0.182 -0.339
H 1.07561 0.78725 -1.38890 -0.037 -0.231 0.089
H 2.21331 -0.51824 -1.00427 -0.222 -0.026 0.087
```
Positions in Å, forces in eV/Å.

## Properties
Gap between HOMO and LUMO in eV: 9.66
Total charge: 0
E_tot in hartree: -270.4864
E_HOMO in hartree: -0.329
Structure (SMILES): C/C=C\CC=O
Relative energy (zero: lowest compared OMol25 entry of this formula, charge and spin) in kcal/mol: 44.8
2S+1: 1

Need the Löwdin charges? In units of e they are: 0.107, -0.138, -0.269, 0.106, -0.091, 0.037, 0.104, 0.110, -0.146, 0.080, 0.125, -0.176, 0.069, 0.081

***

3.
Density functional theory data (the ωB97M-V functional and the def2-TZVPD basis) for 2 unconnected molecules or ions with the total composition C5H8O.

Geometry as XYZ:
```
14
Properties=species:S:1:pos:R:3:forces:R:3
H -1.43613 -1.62178 0.55811 0.279 0.118 -0.024
H 1.58143 1.12972 -0.37866 -2.461 2.116 2.014
C 0.44038 0.89078 -0.17298 0.858 -0.476 -0.181
H -1.11544 2.04540 0.98626 0.145 -0.102 0.017
H 2.16353 0.12177 -1.09861 -2.268 -2.232 -0.792
C -0.95861 1.13555 0.41696 0.332 0.380 -0.185
C -0.38404 -1.32087 0.44966 0.163 -0.025 -0.123
H 0.60682 0.08724 -2.30204 -0.444 0.263 -0.191
H -1.86932 0.79162 -0.09671 0.609 0.222 -0.124
C -0.08491 0.06546 0.99420 0.264 -0.104 0.000
H 0.33439 0.14587 1.99334 -0.110 0.058 -0.177
H 0.25519 -2.10418 0.86712 -0.016 0.159 0.084
C 0.58616 -0.12004 -1.24592 2.379 -0.266 -0.277
O -0.11945 -1.24654 -0.97072 0.270 -0.111 -0.040
```
Positions in Å, forces in eV/Å.

## Properties
Gap between HOMO and LUMO in eV: 9.66
Total charge: 0
E_tot in hartree: -270.3784
E_HOMO in hartree: -0.319
Relative energy (zero: lowest compared OMol25 entry of this formula, charge and spin) in kcal/mol: 112.6
2S+1: 1

Need the Löwdin charges? In units of e they are: 0.129, 0.105, -0.245, 0.097, 0.155, -0.056, -0.127, 0.103, 0.117, -0.223, 0.138, 0.123, -0.239, -0.077

***

4.
Density functional theory data (the ωB97M-V functional and the def2-TZVPD basis) for C5H8O in the gas phase.

Geometry as XYZ:
```
14
Properties=species:S:1:pos:R:3:forces:R:3
O -1.59927 -1.05421 0.00957 0.159 -0.034 0.087
H -0.02885 -1.63852 -1.08182 0.042 0.181 0.033
H 3.64317 -0.13847 1.14549 -0.075 0.156 0.189
C -2.38565 0.02850 0.44252 -0.132 0.218 0.117
H -1.88384 0.60418 1.23252 -0.078 -0.047 -0.109
H -0.78720 -0.12379 -1.64014 -0.070 -0.159 0.012
H 3.66337 0.95882 -0.34806 0.109 -0.401 -0.271
H -2.63751 0.71260 -0.38463 0.076 -0.138 0.077
C 3.11418 0.29161 0.30661 -0.073 -0.124 -0.020
C 0.55161 0.16998 -0.04920 0.280 0.186 -0.287
H 0.28619 1.19418 0.16879 -0.743 0.103 0.607
C 1.84416 0.07169 0.10321 0.032 -0.005 -0.034
C -0.46534 -0.69281 -0.75280 0.266 0.010 -0.319
H -3.31500 -0.38376 0.84795 0.206 0.052 -0.082
```
Positions in Å, forces in eV/Å.

## Properties
Gap between HOMO and LUMO in eV: 10.21
Total charge: 0
E_tot in hartree: -270.4534
E_HOMO in hartree: -0.342
Structure (SMILES): C=C=CCOC
Relative energy (zero: lowest compared OMol25 entry of this formula, charge and spin) in kcal/mol: 65.5
2S+1: 1

Need the Löwdin charges? In units of e they are: -0.189, 0.127, 0.054, -0.126, 0.083, 0.122, 0.060, 0.091, -0.001, -0.095, 0.113, -0.100, -0.227, 0.089

***

5.
Density functional theory data (the ωB97M-V functional and the def2-TZVPD basis) for a molecular structure, C5H8O.

Geometry as XYZ:
```
14
Properties=species:S:1:pos:R:3:forces:R:3
H -0.93605 0.06426 -1.76888 0.239 0.640 -2.224
H 1.72086 1.11440 0.86388 -3.226 0.270 -1.904
C -1.37483 0.00675 -0.84041 -4.545 -1.214 3.138
H 1.14809 -2.00804 -0.35253 -0.348 1.657 0.711
H 0.85846 2.11357 -0.51970 0.455 -1.605 -0.464
H -2.53092 -0.32892 -0.62458 2.935 1.273 -1.370
C -0.76087 0.75417 0.32102 3.291 0.629 2.536
C 0.87610 -0.95780 0.07501 1.895 -4.760 -0.203
O 1.33205 -0.01178 -0.80996 0.170 1.170 -0.535
H 1.42818 -0.88243 1.15934 -1.446 -0.042 -2.316
C -0.57883 -0.72045 0.12233 0.532 -1.656 4.103
H -0.91724 -1.29085 0.97508 -1.263 -0.450 -0.437
C 0.83188 1.05904 -0.10371 0.840 4.719 3.160
H -1.09687 1.08809 1.50312 0.472 -0.631 -4.195
```
Positions in Å, forces in eV/Å.

## Properties
Gap between HOMO and LUMO in eV: 10.69
Total charge: 0
E_tot in hartree: -270.3777
E_HOMO in hartree: -0.355
Relative energy (zero: lowest compared OMol25 entry of this formula, charge and spin) in kcal/mol: 113.1
2S+1: 1

Need the Löwdin charges? In units of e they are: 0.084, 0.175, -0.066, 0.151, 0.117, 0.175, -0.156, -0.274, -0.128, 0.163, -0.355, 0.133, -0.223, 0.204

***

6.
Density functional theory data (the ωB97M-V functional and the def2-TZVPD basis) for 2 unconnected molecules or ions with the total composition C5H8O.

Geometry as XYZ:
```
14
Properties=species:S:1:pos:R:3:forces:R:3
C 2.19572 0.45063 0.75655 0.086 0.365 -0.016
H 0.19290 0.89226 -1.34974 -0.021 -0.302 0.139
H -0.41998 -0.61311 -2.08358 -0.191 0.100 0.036
C -0.37832 -0.02665 -1.16179 -0.009 -0.094 -0.154
H -2.05944 1.29293 -0.33184 0.107 -0.049 -0.005
H 1.97562 0.02646 1.75731 0.089 0.232 -0.081
C 0.00108 -0.78506 0.08822 -0.171 -0.310 0.106
O 1.96775 1.59634 0.46370 0.262 -0.437 0.179
C -1.71855 0.25728 -0.40567 -0.279 0.170 0.004
C -1.06329 -0.39940 0.79040 -0.043 -0.209 -0.023
H 0.77128 -1.50899 0.31299 0.193 0.088 -0.030
H 2.64180 -0.26932 0.03797 0.029 0.229 0.063
H -1.36565 -0.57770 1.81948 -0.090 0.020 -0.235
H -2.53346 -0.36550 -0.79102 0.037 0.196 0.018
```
Positions in Å, forces in eV/Å.

## Properties
Gap between HOMO and LUMO in eV: 10.21
Total charge: 0
E_tot in hartree: -270.4501
E_HOMO in hartree: -0.348
Structure (SMILES): C1=CCC1.C=O
Relative energy (zero: lowest compared OMol25 entry of this formula, charge and spin) in kcal/mol: 67.7
2S+1: 1

Need the Löwdin charges? In units of e they are: -0.198, 0.100, 0.101, -0.162, 0.099, 0.089, -0.170, -0.007, -0.163, -0.075, 0.092, 0.089, 0.100, 0.104

***

7.
Density functional theory data (the ωB97M-V functional and the def2-TZVPD basis) for C5H8O in the gas phase.

Geometry as XYZ:
```
14
Properties=species:S:1:pos:R:3:forces:R:3
H 0.62140 1.59346 1.75717 0.051 -0.096 -0.129
C -0.04370 -0.54031 1.83395 -0.202 0.086 0.176
H 0.62219 -1.28677 -0.76832 -0.226 0.062 -0.047
H 0.43100 1.75961 -0.76056 -0.035 -0.096 0.090
C 0.27214 0.75883 1.14170 0.133 0.246 -0.028
C 0.16867 -0.34755 -1.11654 0.320 0.020 -0.110
H -1.51025 -1.05079 -0.40531 0.061 0.179 -0.145
H -2.12383 0.35888 1.47847 0.091 -0.037 0.033
O -1.25187 -0.38451 -1.05256 -0.162 -0.274 -0.189
C 0.74162 0.81102 -0.30505 -0.095 0.003 0.002
H 0.40960 -0.24768 -2.17697 0.196 0.035 0.083
C -1.06080 0.18590 1.49890 0.073 -0.094 0.395
H 0.33048 -1.42274 2.32593 0.012 0.047 -0.102
H 1.84176 0.79180 -0.34933 -0.219 -0.082 -0.029
```
Positions in Å, forces in eV/Å.

## Properties
Gap between HOMO and LUMO in eV: 10.24
Total charge: 0
E_tot in hartree: -270.4448
E_HOMO in hartree: -0.337
Structure (SMILES): OCCC1C=C1
Relative energy (zero: lowest compared OMol25 entry of this formula, charge and spin) in kcal/mol: 70.9
2S+1: 1

Need the Löwdin charges? In units of e they are: 0.113, -0.019, 0.118, 0.112, -0.267, -0.266, 0.072, 0.109, -0.085, -0.168, 0.112, -0.039, 0.095, 0.112

***

8.
Density functional theory data (the ωB97M-V functional and the def2-TZVPD basis) for a molecular structure, C5H8O.

Geometry as XYZ:
```
14
Properties=species:S:1:pos:R:3:forces:R:3
H 0.87717 -1.80977 -1.03485 0.005 0.115 0.123
H 1.39899 1.09898 -0.24951 -0.167 -0.054 -0.113
H -1.93007 0.49029 -1.02860 0.121 -0.096 0.005
H 0.42593 1.74245 1.81321 0.032 -0.174 0.033
C 0.73435 0.39784 -0.76628 0.400 0.077 -0.194
C -1.09109 -0.22300 -1.16053 -0.239 0.106 0.036
H -1.37491 1.19238 0.70900 0.115 -0.082 -0.054
C -0.51194 0.52884 0.65995 -0.360 -0.003 0.139
H 0.85314 0.55868 -1.83440 0.011 -0.041 0.104
O 0.38071 0.78520 1.67966 0.063 0.164 0.031
H 1.49017 -1.24048 0.56295 -0.110 0.047 -0.097
C -0.69460 -0.86117 0.18731 -0.043 -0.048 0.046
C 0.76829 -1.06900 -0.24038 0.096 -0.120 0.026
H -1.32615 -1.59123 0.70245 0.077 0.109 -0.086
```
Positions in Å, forces in eV/Å.

## Properties
Gap between HOMO and LUMO in eV: 8.36
Total charge: 0
E_tot in hartree: -270.2939
E_HOMO in hartree: -0.283
Relative energy (zero: lowest compared OMol25 entry of this formula, charge and spin) in kcal/mol: 165.7
2S+1: 1

Need the Löwdin charges? In units of e they are: 0.108, 0.099, 0.032, 0.114, -0.106, 0.092, 0.130, -0.289, 0.089, -0.003, 0.105, -0.341, -0.165, 0.135

***

9.
Density functional theory data (the ωB97M-V functional and the def2-TZVPD basis) for C5H8O in the gas phase.

Geometry as XYZ:
```
14
Properties=species:S:1:pos:R:3:forces:R:3
C 0.81727 -0.26617 1.39003 -0.030 0.220 0.332
C -0.61483 -0.06031 1.01835 -0.265 -0.112 0.010
H -1.43183 -1.32528 -0.53096 0.122 0.130 0.072
H -1.35187 -0.30920 1.78806 -0.005 0.080 -0.162
H 1.83999 -0.15493 -0.71422 -0.133 -0.095 -0.051
H -0.27204 -0.27911 -2.42372 -0.196 0.144 0.042
H -1.97348 0.34889 -0.62087 0.267 -0.106 -0.009
C 0.43324 0.96892 1.34995 0.124 -0.150 0.313
O 1.19577 -0.73740 -1.12938 0.168 0.050 -0.304
C 0.01672 0.01320 -1.41213 -0.254 0.096 -0.148
H 0.66758 2.00467 1.53225 -0.048 -0.055 -0.115
H 1.56505 -1.01602 1.58635 -0.024 0.119 -0.004
H 0.20552 1.09867 -1.42538 0.149 -0.283 0.020
C -1.09710 -0.28592 -0.40834 0.126 -0.038 0.004
```
Positions in Å, forces in eV/Å.

## Properties
Gap between HOMO and LUMO in eV: 10.18
Total charge: 0
E_tot in hartree: -270.4438
E_HOMO in hartree: -0.335
Structure (SMILES): OCCC1C=C1
Relative energy (zero: lowest compared OMol25 entry of this formula, charge and spin) in kcal/mol: 71.6
2S+1: 1

Need the Löwdin charges? In units of e they are: -0.039, -0.268, 0.112, 0.113, 0.073, 0.111, 0.113, -0.021, -0.088, -0.262, 0.095, 0.109, 0.118, -0.167

***

10.
Density functional theory data (the ωB97M-V functional and the def2-TZVPD basis) for C5H8O in the gas phase.

Geometry as XYZ:
```
14
Properties=species:S:1:pos:R:3:forces:R:3
H -1.16892 1.61591 -0.94599 0.115 -0.070 0.033
H -1.65549 -1.02497 -0.59234 0.181 0.028 0.008
C 0.34711 -0.03389 -1.03527 0.162 0.066 -0.182
H -0.26135 -2.14171 -1.01107 -0.008 0.136 0.070
H 0.51490 2.11189 -0.63130 -0.135 -0.098 0.005
C 0.34838 -0.57318 0.36971 -0.182 0.105 -0.089
C -0.57455 -1.16942 -0.64115 -0.100 -0.138 -0.001
O 1.35987 -1.28742 0.99272 0.010 -0.029 0.189
C -0.20663 1.29669 -0.53136 -0.062 0.153 -0.107
H 1.17947 -1.25886 1.93873 0.067 -0.161 -0.033
H 0.46343 1.25286 1.58002 -0.063 -0.057 -0.102
C -0.22956 0.72747 0.91693 -0.020 0.046 0.155
H -1.20722 0.64428 1.40612 0.156 0.007 -0.063
H 1.09054 -0.15965 -1.81573 -0.122 0.013 0.118
```
Positions in Å, forces in eV/Å.

## Properties
Gap between HOMO and LUMO in eV: 10.04
Total charge: 0
E_tot in hartree: -270.4856
E_HOMO in hartree: -0.333
Structure (SMILES): O[C@@]12CC[C@@H]1C2
Relative energy (zero: lowest compared OMol25 entry of this formula, charge and spin) in kcal/mol: 45.3
2S+1: 1

Need the Löwdin charges? In units of e they are: 0.105, 0.108, -0.178, 0.111, 0.106, -0.491, -0.036, 0.037, -0.128, 0.101, 0.112, -0.091, 0.109, 0.135

***

Q: The lowest E_tot belongs to which entry?
A: number 2